Computed, not measured: an isolated molecule of C7H15N3O at a distorted geometry, with the ωB97M-V functional and the def2-TZVPD basis.

As for the SMILES: CCN1CC[C@@H](NC(N)=O)C1. Its energy above the lowest of the compared OMol25 structures with the same formula, charge and spin is 0.0000 eV. The value obtained for the LUMO energy is 0.74 eV.

Bonds (Å) are listed after each position.
Geometry (Å):
1 C -0.506 2.378 -2.138  C2 1.518, H12 1.128, H13 1.079, H14 1.030
2 C 0.783 1.653 -1.797  C1 1.518, N3 1.430, H15 1.099, H16 1.060
3 N 0.648 0.569 -0.874  C2 1.430, C4 1.486, C11 1.484
4 C 1.784 -0.385 -0.962  N3 1.486, C5 1.520, H17 1.086, H18 1.039
5 C 1.588 -1.185 0.316  C4 1.520, C6 1.614, H19 1.118, H20 1.136
6 C 0.069 -0.878 0.769  C5 1.614, N7 1.433, C11 1.499, H21 1.080
7 N -0.310 -1.274 2.093  C6 1.433, C8 1.369, H22 1.045
8 C -1.571 -1.547 2.552  N7 1.369, N9 1.356, O10 1.210
9 N -2.599 -1.359 1.688  C8 1.356, H23 0.989, H24 1.026
10 O -1.885 -1.773 3.698  C8 1.210
11 C -0.200 0.533 0.343  N3 1.484, C6 1.499, H25 1.118, H26 1.078
12 H -1.018 1.730 -2.905  C1 1.128
13 H -0.269 3.202 -2.793  C1 1.079
14 H -1.026 2.715 -1.315  C1 1.030
15 H 1.620 2.200 -1.340  C2 1.099
16 H 1.232 1.322 -2.698  C2 1.060
17 H 2.789 0.024 -1.009  C4 1.086
18 H 1.710 -0.970 -1.818  C4 1.039
19 H 1.729 -2.288 0.205  C5 1.118
20 H 2.289 -0.701 1.068  C5 1.136
21 H -0.550 -1.449 0.093  C6 1.080
22 H 0.391 -1.037 2.829  N7 1.045
23 H -3.247 -2.103 1.760  N9 0.989
24 H -2.294 -1.160 0.730  N9 1.026
25 H -1.312 0.648 0.341  C11 1.118
26 H 0.154 1.136 1.164  C11 1.078

Atom charges from the Löwdin analysis, given in e for atoms 1 to 2: -0.067, -0.276